1.
12
Properties=species:S:1:pos:R:3:forces:R:3 method="wB97M-V/def2-TZVPD" e_homo_ha=-0.338 max_force_ha_per_bohr=0.0345 e_tot_ha=-1039.7901
H -0.3877 -1.9397 1.5332 0.2793 -0.2930 0.0324
N -0.5032 -0.9432 1.6403 -0.2476 0.7647 0.2620
C -0.4279 -0.3603 0.5179 -1.1952 -0.3763 -0.0961
C -0.0845 -1.1635 -0.7034 1.3631 0.6583 -0.9219
N 0.8326 -0.8944 -1.5548 -0.6275 -0.1005 -0.0454
S 1.7143 0.5462 -1.4384 0.2006 0.2449 0.1765
N -0.8005 0.9720 0.2886 0.6731 -1.1484 0.1525
S -1.3401 1.9887 1.5345 0.0776 -0.1039 -0.2345
H -0.5423 -2.1233 -0.9174 -0.4103 -0.0310 0.5526
H 2.0818 0.5861 -2.7216 0.0728 -0.1691 -0.0586
H -0.2917 1.3510 -0.5000 -0.2717 0.5547 0.1516
H -0.2507 1.9803 2.3210 0.0858 -0.0005 0.0289


2.
13
Properties=species:S:1:pos:R:3:forces:R:3 method="wB97M-V/def2-TZVPD" smiles=Cc1ncc(O)[nH]1 e_homo_ha=-0.294 max_force_ha_per_bohr=0.0067 e_tot_ha=-340.7744
C 2.1609 -0.2790 0.1869 0.0621 0.0055 -0.0109
C 0.7090 -0.1850 -0.1486 0.0653 -0.0840 -0.0306
N 0.1002 -0.7966 -1.1278 0.1144 0.1417 0.2475
C -1.2418 -0.4853 -1.0047 -0.2675 0.0671 0.0292
C -1.4224 0.3313 0.0733 0.2475 -0.1747 -0.1684
O -2.4820 0.9383 0.6606 -0.1598 -0.0677 -0.1154
N -0.1833 0.5258 0.6192 -0.0496 0.0019 0.0003
H 2.7286 -0.4848 -0.7230 -0.0996 0.0237 0.1276
H 2.3481 -1.0948 0.8952 -0.0305 0.1207 -0.0957
H 2.5371 0.6477 0.6331 -0.0672 -0.1107 -0.0843
H -1.9842 -0.8697 -1.6918 0.1071 0.0917 0.1114
H -3.2819 0.6518 0.2037 0.0715 0.0820 0.0877
H 0.0116 1.1001 1.4238 0.0066 -0.0971 -0.0984